[1]
Here is a cluster of 2 separate species, C19H42Br2N2O3P in total from OMol25. Energies are from the ωB97M-V functional and the def2-TZVPD basis.

ORCA input file:
```
! RIJCOSX wB97M-V def2-TZVPD def2/J DEFGRID3
* xyz 1 1
Br 1.881 2.573 3.825
Br -0.623 3.861 5.850
P 0.014 5.098 4.128
O 7.975 1.833 2.258
O 6.386 3.278 2.092
O 1.375 5.636 4.749
N 6.853 2.218 2.464
N 0.696 3.821 2.949
C 1.652 6.977 2.211
C -1.953 -4.976 -2.308
C -1.945 -5.956 -4.655
C 3.614 5.444 2.813
C -1.172 -4.206 -1.221
C -1.338 -0.266 2.000
C 1.443 4.455 1.764
C -1.965 -3.039 -0.650
C 2.375 5.640 1.936
C -1.998 1.111 2.122
C -3.088 -4.658 -6.571
C -1.880 -5.503 -6.120
C -2.128 -1.209 1.095
C -1.286 -4.973 -3.679
C -0.478 3.059 2.312
C 5.935 1.333 3.232
C -3.470 -4.850 -8.051
C -1.239 2.029 3.113
C -1.317 -2.398 0.578
H 0.654 4.744 1.071
H -0.040 2.591 1.432
H -1.791 -6.363 -6.782
H -0.258 -3.826 -1.677
H -0.234 -5.244 -3.579
H -2.059 -2.272 -1.424
H -4.522 -5.105 -8.157
H -2.975 -1.592 1.663
H -1.156 3.833 1.955
H 6.463 0.424 3.494
H -3.311 -3.935 -8.617
H -0.313 -0.152 1.633
H -1.268 -3.166 1.353
H 5.086 1.123 2.588
H -1.995 1.551 1.124
H -2.094 -6.016 -2.011
H 1.897 7.362 3.199
H -2.955 -4.559 -2.425
H -2.495 -0.642 0.237
H -2.995 -6.095 -4.387
H 1.960 7.730 1.492
H 1.975 3.627 1.298
H -1.328 -3.976 -4.122
H 3.951 4.413 2.838
H -3.943 -4.884 -5.935
H -0.614 1.404 3.742
H -2.852 -3.605 -6.420
H -1.479 -6.938 -4.573
H -3.021 0.971 2.459
H 1.765 5.029 5.395
H 3.475 5.828 3.819
H -0.294 -2.099 0.346
H -2.882 -5.635 -8.519
H 5.626 1.881 4.117
H -1.254 -0.698 3.000
H 4.441 6.000 2.378
H 2.771 5.741 0.923
H -0.910 -4.897 -0.421
H 0.568 6.882 2.137
H -0.976 -4.906 -6.259
H -2.969 -3.371 -0.379
H -1.970 2.508 3.757
*
```

* energy above the lowest of the compared OMol25 structures with the same formula, charge and spin: 3.6 kcal per mole
* HOMO-LUMO gap: 7.1548 eV

These are the natural (NBO) partial charges, in e, on atoms 1 to 6:
1. Br 0.28
2. Br -0.17
3. P 1.31
4. O -0.33
5. O -0.40
6. O -0.99

[2]
Here is a structure of composition C19H42CrNOP3Se at a distorted geometry from OMol25. Energies are from the ωB97M-V functional and the def2-TZVPD basis.

ORCA input file:
```
! RIJCOSX wB97M-V def2-TZVPD def2/J DEFGRID3
* xyz 3 4
Se -0.613 3.106 1.332
Cr -0.148 1.077 0.069
P 1.721 2.799 -0.477
P 1.167 -0.800 -0.948
P 0.690 0.512 2.335
O -1.954 -2.188 1.510
N -2.173 -3.956 2.912
C 1.560 -0.367 -2.740
C -2.492 -3.275 1.780
C 1.086 3.507 -2.039
C 3.431 2.423 -1.037
C -1.377 -2.211 -3.947
C -2.311 0.855 0.444
C 2.140 4.277 0.547
C 0.961 -2.568 -0.312
C -0.748 0.289 3.425
C -3.038 0.083 -0.500
C -3.235 0.566 -1.787
C -2.161 2.668 -1.209
C -2.741 1.830 -2.159
C 2.940 -0.677 -0.326
C 1.756 1.686 3.251
C -1.896 2.218 0.114
C -3.513 -3.964 0.919
C 1.569 -1.039 2.693
C -1.502 -2.842 -2.765
H 3.591 -0.414 -1.167
H 1.257 4.909 0.715
H -0.922 -3.743 -2.522
H -2.570 -4.862 3.115
H 3.063 0.067 0.466
H 0.864 -3.248 -1.166
H -0.606 -2.495 -4.668
H -2.168 -2.450 -1.982
H 1.313 4.579 -2.059
H 3.989 1.879 -0.271
H 0.974 -1.897 2.375
H 1.980 1.245 4.234
H -1.381 1.183 3.396
H -0.264 -1.082 -1.405
H 2.540 3.962 1.522
H -2.351 0.487 1.471
H 3.272 -1.649 0.060
H 1.730 -1.106 3.774
H 1.806 -2.884 0.304
H -3.762 -3.324 0.069
H -4.426 -4.175 1.493
H 1.576 3.008 -2.886
H -3.453 -0.890 -0.206
H 3.421 1.833 -1.958
H -1.914 3.700 -1.434
H 2.536 -0.789 -2.994
H 2.699 1.855 2.714
H 3.954 3.368 -1.231
H 0.069 -2.618 0.327
H 2.909 4.860 0.017
H -1.324 -0.580 3.077
H -3.773 -0.028 -2.527
H 1.607 0.725 -2.853
H -2.056 -1.408 -4.258
H -3.110 -4.917 0.544
H -1.496 -3.551 3.542
H 2.542 -1.087 2.204
H -0.400 0.116 4.452
H 0.006 3.367 -2.136
H -2.879 2.150 -3.201
H 0.789 -0.752 -3.424
H 1.251 2.648 3.393
*
```

* HOMO-LUMO gap (spin up / spin down): 5.5864 / 5.7092 eV
* expectation value of S²: 4.234

These are the natural (NBO) partial charges, in e, on atoms 1 to 6:
1. Se 0.23
2. Cr 0.82
3. P 0.93
4. P 0.72
5. P 0.97
6. O -0.75

[3]
Here is a structure of composition C19H42MgN3O9S3 at a distorted geometry from OMol25. Energies are from the ωB97M-V functional and the def2-TZVPD basis.

ORCA input file:
```
! RIJCOSX wB97M-V def2-TZVPD def2/J DEFGRID3
* xyz 1 1
S 14.054 -41.517 22.723
S 10.361 -42.757 18.728
S 7.392 -43.366 21.150
Mg 12.943 -41.055 19.691
O 6.079 -37.711 16.466
O 13.450 -41.861 21.366
O 11.543 -42.448 19.643
O 8.236 -35.549 24.160
O 11.662 -39.870 20.492
O 7.265 -43.290 22.644
O 11.296 -38.613 22.220
O 9.731 -38.916 20.755
O 8.771 -41.737 26.220
N 10.896 -39.070 21.146
N 16.306 -36.571 23.600
N 5.106 -37.431 21.618
C 8.630 -35.339 23.029
C 13.733 -36.830 23.835
C 11.086 -43.396 17.210
C 9.814 -41.183 18.028
C 6.313 -37.437 17.613
C 15.195 -42.814 23.178
C 5.848 -44.076 20.522
C 10.098 -35.439 22.676
C 6.851 -38.442 18.591
C 9.650 -41.498 25.439
C 9.429 -40.734 24.151
C 7.154 -41.643 20.609
C 6.157 -36.023 18.144
C 5.862 -37.899 22.341
C 6.811 -38.570 23.232
C 11.093 -41.858 25.809
C 7.630 -35.055 21.921
C 15.168 -36.664 23.699
C 15.271 -40.216 22.521
H 7.829 -38.154 18.983
H 5.714 -35.377 17.392
H 7.659 -38.863 22.612
H 6.336 -39.433 23.694
H 10.315 -43.521 16.455
H 10.238 -36.262 21.974
H 6.985 -39.353 17.996
H 13.129 -35.953 23.617
H 14.659 -43.749 23.335
H 16.197 -40.577 22.071
H 7.653 -35.933 21.271
H 8.747 -41.319 23.528
H 7.152 -35.724 18.480
H 15.517 -39.588 23.377
H 6.642 -34.892 22.331
H 11.925 -42.781 16.875
H 7.225 -41.572 19.524
H 7.126 -37.851 23.988
H 6.228 -38.708 19.444
H 10.361 -40.588 23.603
H 8.038 -34.206 21.366
H 8.959 -41.362 17.372
H 5.791 -45.160 20.608
H 13.332 -37.566 23.126
H 13.479 -37.277 24.796
H 5.502 -36.001 19.019
H 11.441 -42.855 25.536
H 15.969 -42.991 22.430
H 9.023 -39.732 24.273
H 10.605 -40.668 17.485
H 11.558 -44.344 17.480
H 5.643 -43.913 19.459
H 10.459 -34.495 22.267
H 10.643 -35.671 23.589
H 14.837 -39.505 21.808
H 11.222 -41.827 26.893
H 7.989 -41.098 21.057
H 15.648 -42.528 24.128
H 9.426 -40.569 18.844
H 5.031 -43.602 21.068
H 6.260 -41.171 21.016
H 11.772 -41.084 25.440
*
```

* energy above the lowest of the compared OMol25 structures with the same formula, charge and spin: 0.0 kcal per mole
* HOMO-LUMO gap: 5.8010 eV

These are the Mulliken partial charges, in e, on atoms 1 to 6:
1. S 0.92
2. S 0.51
3. S 0.58
4. Mg 0.87
5. O -0.57
6. O -0.50

[4]
Here is a structure of composition C19H42NO2OsP3 at a distorted geometry from OMol25. Energies are from the ωB97M-V functional and the def2-TZVPD basis.

ORCA input file:
```
! RIJCOSX wB97M-V def2-TZVPD def2/J DEFGRID3
* xyz 4 5
Os 0.390 1.069 -0.026
P -1.369 2.364 -0.128
P -0.161 -0.244 -1.930
P 2.551 1.369 -0.279
O 0.472 -3.417 0.329
O -0.734 1.749 2.977
N -0.012 1.051 5.019
C 0.810 -0.412 1.147
C -2.625 -5.076 -0.579
C 0.058 0.780 -3.470
C -0.884 3.835 0.817
C 0.650 3.259 4.251
C -2.066 -6.260 -1.078
C 0.188 -5.526 -0.633
C -1.830 3.058 -1.769
C -0.103 1.966 4.021
C -0.273 -1.424 1.425
C 3.570 1.753 1.170
C 0.561 -1.787 -2.612
C 3.354 -0.057 -1.131
C -1.957 -0.738 -2.081
C -0.374 -4.349 -0.102
C -0.696 -6.481 -1.112
C -1.789 -4.123 -0.048
C -2.957 1.785 0.556
C 2.450 2.866 -1.324
H 4.440 -0.004 -0.950
H 0.199 3.812 0.982
H -0.572 0.230 4.962
H 3.093 2.548 1.767
H -0.095 -1.613 2.591
H -3.714 2.593 0.477
H 0.919 -0.018 2.183
H -3.700 -4.848 -0.604
H 4.579 2.075 0.836
H -2.389 3.980 -1.592
H -2.749 -6.970 -1.481
H 3.482 3.173 -1.557
H 1.064 1.251 -3.472
H -3.315 0.907 -0.009
H -0.256 -7.371 -1.525
H 1.931 3.650 -0.751
H -2.310 -1.200 -1.139
H 2.977 -0.992 -0.721
H 3.145 -0.025 -2.205
H -0.718 1.567 -3.553
H -2.806 1.520 1.614
H 1.879 2.662 -2.239
H 0.737 -1.660 -3.718
H -0.017 -2.723 0.896
H -0.917 3.287 -2.330
H -1.304 -0.970 1.388
H 1.716 -0.962 0.912
H -2.029 -1.487 -2.897
H -2.106 -3.166 0.391
H -1.160 4.729 0.243
H 3.661 0.853 1.783
H -2.590 0.131 -2.346
H -0.131 -2.638 -2.486
H -1.388 3.813 1.788
H -2.449 2.342 -2.323
H 1.526 -2.042 -2.156
H 0.366 1.315 5.914
H 0.401 3.928 3.425
H 1.758 3.099 4.229
H -0.016 0.100 -4.337
H 0.339 3.706 5.208
H 1.293 -5.588 -0.608
*
```

* energy above the lowest of the compared OMol25 structures with the same formula, charge and spin: 87.6 kcal per mole
* HOMO-LUMO gap (spin up / spin down): 6.7496 / 5.6037 eV
* expectation value of S²: 6.035

These are the natural (NBO) partial charges, in e, on atoms 1 to 6:
1. Os 0.53
2. P 1.05
3. P 1.10
4. P 1.19
5. O -0.52
6. O -0.76

[5]
Here is a structure of composition C19H42NO2P3Tc at a distorted geometry from OMol25. Energies are from the ωB97M-V functional and the def2-TZVPD basis.

ORCA input file:
```
! RIJCOSX wB97M-V def2-TZVPD def2/J DEFGRID3
* xyz 4 4
Tc 0.029 -0.027 0.851
P -0.716 -2.235 0.477
P 1.532 1.806 0.631
P 1.608 -0.939 2.197
O -0.957 0.763 -0.767
O -1.749 0.895 1.694
N -3.314 1.766 3.052
C 0.330 0.192 -2.781
C -1.533 -3.143 1.867
C 1.632 2.939 2.100
C 0.433 -3.530 -0.121
C 3.036 -1.760 1.371
C 1.014 3.039 -0.614
C -0.834 0.633 -2.076
C -2.157 1.106 2.880
C 1.098 -2.190 3.463
C -1.982 -2.308 -0.844
C -1.504 0.707 4.158
C -2.326 2.044 -6.082
C -2.196 0.236 -3.980
C 3.291 1.598 0.156
C -1.318 1.602 -6.833
C 2.542 0.119 3.396
C 0.167 -0.439 -4.024
C -1.145 -0.517 -4.559
C -2.011 0.900 -2.785
H 3.336 0.967 -0.738
H -0.153 -4.239 -0.718
H -3.162 0.424 -4.445
H -1.350 -1.020 -5.523
H -3.786 2.067 2.214
H 1.822 0.609 4.065
H 0.013 -2.136 3.639
H -1.509 -2.167 -1.825
H -2.796 1.440 -2.261
H 2.594 3.473 2.096
H 3.174 0.862 2.893
H 3.906 1.147 0.943
H -1.291 1.588 4.780
H 1.193 -3.068 -0.758
H -2.709 -1.499 -0.702
H -0.482 2.226 -7.151
H 1.531 2.399 3.045
H -1.955 -2.423 2.580
H -0.564 0.156 4.062
H 1.615 -1.944 4.403
H -2.497 -3.276 -0.829
H 3.774 -2.044 2.131
H -0.042 3.272 -0.458
H 1.287 0.254 -2.214
H 0.919 -4.068 0.704
H 3.688 2.592 -0.090
H 0.808 3.665 2.034
H 1.028 -0.841 -4.591
H 3.511 -1.067 0.667
H -0.806 -3.780 2.394
H 3.170 -0.543 4.008
H 1.610 3.958 -0.518
H -3.194 1.392 -5.994
H 1.123 -0.353 -0.293
H -2.350 -3.774 1.489
H 1.146 2.638 -1.619
H 2.711 -2.654 0.830
H -1.422 0.620 -7.305
H -2.178 0.083 4.756
H -2.401 3.040 -5.660
H 1.388 -3.202 3.150
H -3.670 1.967 3.982
*
```

* energy above the lowest of the compared OMol25 structures with the same formula, charge and spin: 15.6 kcal per mole
* HOMO-LUMO gap (spin up / spin down): 6.5394 / 4.9047 eV
* expectation value of S²: 3.912

These are the Mulliken partial charges, in e, on atoms 1 to 6:
1. Tc -0.45
2. P 1.50
3. P 1.29
4. P 1.20
5. O -0.46
6. O -0.54

[6]
Here is a structure of composition C19H42NOP3PbS at a distorted geometry from OMol25. Energies are from the ωB97M-V functional and the def2-TZVPD basis.

ORCA input file:
```
! RIJCOSX wB97M-V def2-TZVPD def2/J DEFGRID3
* xyz 4 1
Pb 0.232 -1.991 -0.794
S 2.092 -2.296 -2.871
P -2.593 -0.858 -1.042
P 2.498 1.034 -0.543
P -0.651 1.696 1.023
O 0.949 -2.396 1.599
N 1.452 -3.187 3.670
C 0.538 2.350 2.296
C -1.112 3.302 0.208
C 0.725 -2.409 2.858
C 0.970 -1.682 -3.978
C -1.068 -0.753 -5.751
C 3.430 1.094 1.052
C -3.885 -1.222 0.207
C -0.184 -2.477 -4.262
C -2.926 -2.227 -2.208
C 2.490 2.832 -0.923
C 1.107 -0.477 -4.691
C -0.326 -1.547 3.500
C -1.175 -2.000 -5.091
C -3.409 0.492 -1.976
C 1.684 -3.445 -6.416
C -2.140 1.483 2.115
C 0.054 0.013 -5.483
C 3.921 0.579 -1.562
C 1.385 -2.417 -7.221
H 4.393 -0.318 -1.152
H -2.402 2.434 2.613
H -3.907 -2.311 0.360
H -4.011 -2.252 -2.369
H -0.561 -1.847 4.528
H 0.180 1.000 -5.929
H 2.174 -1.833 -7.710
H -2.420 -2.090 -3.172
H -2.814 0.764 -2.861
H 2.058 2.981 -1.921
H -3.000 1.176 1.509
H -0.258 3.682 -0.371
H 1.530 0.140 -1.307
H 0.809 1.533 2.984
H -2.598 -3.189 -1.789
H -1.803 -0.432 -6.497
H 0.938 -4.042 -5.891
H 3.576 0.063 1.409
H -1.959 3.116 -0.470
H 0.009 -0.489 3.520
H 4.610 1.425 -1.463
H 2.071 0.070 -4.662
H 1.444 2.728 1.807
H 4.416 1.547 0.828
H 0.362 -2.158 -7.522
H 3.548 3.143 -0.942
H 1.976 3.454 -0.175
H 2.710 -3.836 -6.391
H -3.541 1.376 -1.334
H 2.138 -3.791 3.235
H 3.628 0.425 -2.601
H 1.267 -3.197 4.664
H -3.668 -0.708 1.154
H -2.035 -2.661 -5.239
H -4.395 0.110 -2.288
H -1.405 4.047 0.965
H -1.253 -1.609 2.896
H -0.211 -3.527 -3.931
H -1.948 0.724 2.884
H 2.954 1.696 1.837
H 0.098 3.182 2.872
H -4.840 -0.874 -0.216
*
```

* energy above the lowest of the compared OMol25 structures with the same formula, charge and spin: 0.0 kcal per mole
* HOMO-LUMO gap (spin up / spin down): 2.3116 / 5.2391 eV

These are the natural (NBO) partial charges, in e, on atoms 1 to 6:
1. Pb 1.44
2. S 0.08
3. P 0.86
4. P 1.18
5. P 0.85
6. O -0.83

[7]
Here is a structure of composition C19H42NaO13PS4 at a distorted geometry from OMol25. Energies are from the ωB97M-V functional and the def2-TZVPD basis.

ORCA input file:
```
! RIJCOSX wB97M-V def2-TZVPD def2/J DEFGRID3
* xyz 0 1
S 8.223 14.779 13.652
S 12.858 8.772 13.160
S 11.130 12.337 9.859
S 11.469 11.804 16.608
P 13.485 14.407 12.348
Na 10.946 11.825 13.195
O 14.568 14.584 13.487
O 9.451 10.371 14.004
O 11.873 12.435 15.374
O 12.619 13.225 12.480
O 7.564 15.691 12.704
O 12.082 12.166 17.868
O 12.663 10.122 12.703
O 13.668 8.516 14.326
O 11.099 13.760 9.630
O 14.243 14.554 10.998
O 9.645 14.525 13.547
O 10.348 11.815 10.966
O 12.863 15.845 12.354
C 11.808 16.269 11.448
C 9.720 11.966 16.853
C 11.245 7.987 13.337
C 6.421 14.698 15.546
C 6.501 13.199 15.191
C 15.243 15.590 10.636
C 10.986 7.212 12.055
C 10.634 11.435 8.420
C 12.298 6.631 11.624
C 12.801 10.447 8.974
C 12.845 11.765 9.863
C 10.110 9.592 16.977
C 7.278 13.172 13.889
C 14.847 13.529 14.407
C 11.876 10.786 7.811
C 7.777 15.254 15.334
C 11.519 10.047 16.470
C 9.466 10.740 17.697
C 13.283 7.811 11.707
H 15.837 13.130 14.217
H 12.224 16.163 10.464
H 7.794 16.336 15.334
H 9.281 11.805 15.842
H 10.280 8.781 17.697
H 12.350 9.623 9.575
H 8.019 12.396 13.901
H 11.691 9.908 7.186
H 11.689 17.318 11.728
H 11.289 7.411 14.291
H 13.837 10.153 8.652
H 9.920 10.833 18.691
H 12.658 5.851 12.285
H 12.235 9.749 17.253
H 9.498 9.276 16.105
H 13.231 11.664 10.854
H 14.064 12.736 14.341
H 16.225 15.173 10.433
H 14.796 14.062 15.376
H 14.319 7.523 11.751
H 12.398 11.499 7.143
H 10.124 12.103 7.759
H 15.142 16.370 11.367
H 6.045 14.916 16.565
H 13.219 8.553 10.936
H 13.349 12.575 9.312
H 8.540 14.822 15.993
H 5.530 12.756 15.057
H 9.915 10.670 8.745
H 10.934 15.666 11.632
H 7.012 12.607 15.922
H 9.374 12.972 17.157
H 12.195 6.206 10.622
H 10.514 8.794 13.524
H 6.608 12.959 13.032
H 8.378 10.501 17.774
H 14.891 15.992 9.709
H 10.601 7.873 11.257
H 10.188 6.496 12.276
H 8.621 10.649 13.674
H 5.690 15.244 14.889
H 11.827 9.780 15.465
*
```

* HOMO-LUMO gap: 7.9259 eV

These are the Mulliken partial charges, in e, on atoms 1 to 6:
1. S 0.96
2. S 0.89
3. S 1.19
4. S 1.00
5. P -0.44
6. Na 0.67